[1]
A molecular structure, C12H27ClIN2OP2PdS, computed with ωB97M-V with the def2-TZVPD basis set.

Summary:
HOMO (spin up / spin down): -17.90 / -18.40 eV
Net charge: +3
Multiplicity: 5
Energy relative to the best compared isomer or geometry (same formula, charge and spin): 0.000 eV
Maximum force: 3.3 eV/A
E_tot: -2623.7734 a.u.

Last column: Löwdin spin population.
Positions of all 48 atoms, in Å:
C 5.122 0.052 -2.423  0.02
C 3.757 -0.194 -1.830  0.03
H 5.552 -0.880 -2.817  0.00
H 5.811 0.451 -1.669  0.00
H 5.067 0.774 -3.248  0.00
O 3.151 -1.225 -1.755  0.01
I 2.996 1.903 -1.046  0.39
Pd 1.123 0.419 -0.457  1.00
P -0.443 0.503 -2.167  0.26
C -1.669 -0.806 -2.479  0.04
C -1.411 2.048 -2.292  0.04
H -1.739 2.199 -3.331  0.01
H -0.153 0.460 -4.571  0.01
H -0.783 2.881 -1.957  0.00
H 1.162 1.378 -3.757  0.00
H -2.507 -0.742 -1.779  0.00
H -2.284 1.994 -1.629  0.01
C 0.525 0.487 -3.707  0.05
H -2.052 -0.707 -3.505  0.01
H 1.164 -0.405 -3.711  0.00
H -1.184 -1.784 -2.373  0.00
P 1.412 -0.304 1.728  0.26
C 0.670 -1.829 2.387  0.04
C 3.190 -0.652 1.889  0.05
H 1.382 1.924 2.648  0.00
H 1.695 0.687 3.929  0.01
H 0.038 0.958 3.285  0.01
C 1.106 0.936 3.035  0.04
H 3.766 0.269 1.735  0.00
H 3.399 -1.064 2.885  0.01
H 1.202 -2.125 3.303  0.01
H 0.772 -2.628 1.643  0.00
H 3.477 -1.380 1.120  0.00
H -0.389 -1.689 2.621  0.00
Cl 0.719 3.103 0.292  0.55
C -4.089 1.171 2.229  0.01
N -3.554 -0.081 1.699  0.09
C -4.163 -1.322 1.739  0.11
C -3.326 -2.204 1.139  0.16
N -2.206 -1.489 0.739  0.05
C -2.349 -0.165 1.087  0.02
S -1.330 1.173 0.865  0.66
H -3.421 1.586 2.995  0.00
H -4.199 1.916 1.430  0.00
H -5.066 0.959 2.670  0.00
H -5.125 -1.446 2.189  0.00
H -3.417 -3.249 0.963  0.01
H -1.400 -1.861 0.261  0.00

=====

[2]
A molecular structure, C3H6CdO3, computed with ωB97M-V with the def2-TZVPD basis set.

Summary:
HOMO (spin up / spin down): -13.64 / -14.38 eV
Net charge: +1
Multiplicity: 2
Energy relative to the best compared isomer or geometry (same formula, charge and spin): 2.018 eV
Maximum force: 4.3 eV/A
E_tot: -510.9448 a.u.

Last column: Löwdin spin population.
Positions of all 13 atoms, in Å:
C -1.675 -0.202 -0.735  0.01
O -0.386 0.258 -0.310  0.10
C 0.170 -0.115 0.880  0.43
C 1.184 -1.118 0.655  0.14
O 1.851 -1.007 -0.433  0.17
H -1.770 0.097 -1.783  0.00
H -1.705 -1.293 -0.642  0.00
H -2.417 0.313 -0.115  0.00
H -0.512 -0.144 1.732  0.02
H 1.364 -1.915 1.383  0.01
Cd 1.436 0.726 -1.330  0.00
O 1.555 1.874 0.212  0.11
H 0.905 2.524 0.485  0.00

=====

[3]
A single C26H29N5O2 molecule, computed with ωB97M-V with the def2-TZVPD basis set.

Summary:
HOMO: -8.22 eV
Energy relative to the best compared isomer or geometry (same formula, charge and spin): 2.794 eV
SMILES: COc1ccc(CN(C)[C@H](c2ccccc2)c2nnnn2-c2ccccc2C)c(OC)c1C
Maximum force: 1.5 eV/A
E_tot: -1432.3663 a.u.

Last column: Löwdin charge in e.
Positions of all 62 atoms, in Å:
C -6.802 -2.330 0.600  -0.09
O -6.454 -1.017 0.238  -0.09
C -5.129 -0.697 0.147  -0.23
C -4.086 -1.574 0.412  -0.01
C -2.777 -1.151 0.270  -0.02
C -2.477 0.147 -0.108  -0.15
C -1.042 0.565 -0.273  -0.12
N -0.233 0.109 0.850  -0.16
C -0.597 0.803 2.067  -0.07
C 1.181 0.222 0.547  -0.22
C 1.553 -0.643 -0.642  -0.20
C 1.248 -1.998 -0.605  -0.03
C 1.621 -2.823 -1.650  -0.07
C 2.311 -2.302 -2.733  -0.09
C 2.618 -0.953 -2.772  -0.07
C 2.239 -0.123 -1.730  -0.04
C 2.043 -0.285 1.653  -0.24
N 1.732 -1.021 2.693  0.08
N 2.871 -1.305 3.310  -0.03
N 3.863 -0.804 2.711  0.06
N 3.396 -0.138 1.647  0.00
C 4.211 0.540 0.718  -0.18
C 4.139 1.924 0.645  -0.02
C 4.908 2.601 -0.284  -0.08
C 5.745 1.891 -1.127  -0.07
C 5.821 0.512 -1.035  -0.04
C 5.061 -0.192 -0.112  -0.21
C 5.132 -1.681 -0.005  -0.02
C -3.529 1.032 -0.353  -0.19
O -3.243 2.336 -0.740  -0.12
C -3.316 3.271 0.316  -0.07
C -4.855 0.620 -0.249  -0.12
C -5.993 1.540 -0.574  -0.02
H -6.418 -3.062 -0.118  0.10
H -7.891 -2.357 0.594  0.09
H -6.441 -2.581 1.603  0.10
H -4.279 -2.589 0.721  0.10
H -1.964 -1.830 0.473  0.11
H -0.982 1.658 -0.405  0.13
H -0.651 0.100 -1.184  0.13
H -0.092 0.339 2.911  0.07
H -1.671 0.704 2.210  0.09
H -0.340 1.876 2.032  0.09
H 1.473 1.274 0.335  0.15
H 0.718 -2.388 0.251  0.12
H 1.380 -3.875 -1.618  0.11
H 2.610 -2.947 -3.546  0.10
H 3.154 -0.541 -3.614  0.11
H 2.478 0.931 -1.766  0.12
H 3.488 2.462 1.319  0.12
H 4.853 3.677 -0.346  0.10
H 6.345 2.414 -1.856  0.10
H 6.482 -0.033 -1.692  0.11
H 4.161 -2.125 -0.231  0.08
H 5.405 -1.974 1.009  0.08
H 5.865 -2.082 -0.698  0.08
H -2.566 3.060 1.086  0.08
H -4.304 3.277 0.786  0.09
H -3.118 4.246 -0.127  0.10
H -6.742 1.001 -1.149  0.08
H -6.474 1.894 0.338  0.09
H -5.638 2.391 -1.149  0.08

=====

[4]
A molecular structure, C4H10N4, computed with ωB97M-V with the def2-TZVPD basis set.

Summary:
HOMO: -8.81 eV
Energy relative to the best compared isomer or geometry (same formula, charge and spin): 7.076 eV
Maximum force: 7.6 eV/A
E_tot: -377.1868 a.u.

Last column: Löwdin charge in e.
Positions of all 18 atoms, in Å:
C -0.646 -0.020 1.453  -0.08
C 1.064 -1.184 0.002  -0.17
C -0.164 0.237 -1.301  -0.52
C -1.168 0.219 -2.444  -0.06
H -0.896 0.904 0.605  0.05
H -0.288 0.132 2.703  0.10
H -1.398 -1.156 1.192  0.15
H 1.334 -0.337 3.057  0.11
H 2.175 0.644 2.162  0.10
H 1.961 -1.864 0.102  0.13
H -2.165 -0.241 -1.999  0.11
H -0.905 -0.376 -3.347  0.07
H -1.520 1.276 -2.670  0.08
H -0.555 2.161 -1.006  0.14
N 0.908 -0.232 1.140  -0.32
N 1.908 -0.377 2.073  -0.01
N 0.531 -1.012 -1.143  0.09
N -0.176 1.227 -0.581  0.03

=====

[5]
A molecular structure, C22H39Cl3CrN3O3Si, computed with ωB97M-V with the def2-TZVPD basis set.

Summary:
HOMO (spin up / spin down): -2.35 / -4.54 eV
Net charge: -1
Multiplicity: 5
Maximum force: 3.8 eV/A
E_tot: -3966.4444 a.u.

Last column: Löwdin spin population.
Positions of all 72 atoms, in Å:
C 2.441 -2.327 -2.346  0.00
C 1.896 -1.473 -3.455  0.00
H 2.272 -3.388 -2.570  0.00
H 1.930 -2.074 -1.407  0.00
H 3.527 -2.201 -2.180  0.00
C 1.733 -1.920 -4.713  0.00
C 2.032 -3.307 -5.166  0.00
H 1.382 -1.243 -5.494  0.00
H 1.665 -4.072 -4.465  0.00
H 3.105 -3.490 -5.332  0.00
H 1.520 -3.474 -6.123  0.00
Cr 0.970 -0.148 3.853  3.63
Cl 2.487 1.112 4.713  0.13
Cl 1.977 -0.604 1.841  0.03
C 0.136 2.447 2.716  0.02
O -0.345 1.394 3.225  0.03
N -0.591 3.425 2.131  0.01
C -2.052 3.434 2.053  0.00
C 0.069 4.493 1.392  0.00
H 1.226 2.605 2.727  0.00
H -2.482 2.927 2.923  0.00
H -2.416 2.963 1.123  0.00
H -2.367 4.487 2.038  0.00
H 1.056 4.678 1.816  0.00
H -0.536 5.397 1.455  0.00
H 0.191 4.235 0.331  0.00
H 0.013 -4.656 3.864  0.00
H -0.497 -2.821 1.626  0.00
C -1.084 -4.631 3.910  0.00
C -1.482 -3.244 1.903  0.00
N -1.602 -3.402 3.347  0.00
H -1.397 -4.708 4.955  0.00
C -1.681 -2.285 4.112  0.01
O -1.730 -1.130 3.656  0.02
H -2.272 -2.582 1.529  0.00
H -1.643 -2.474 5.201  0.00
H -1.493 -5.463 3.328  0.00
H -1.579 -4.235 1.448  0.00
O 0.409 -0.260 -2.050  0.00
C 1.434 -0.074 -3.043  0.00
C -0.207 0.587 -4.869  0.00
C 1.010 0.815 -4.216  0.00
H -0.881 -0.185 -4.482  0.00
C -0.502 1.304 -6.032  0.00
H 2.304 0.385 -2.532  0.00
C 1.904 1.785 -4.689  0.00
H -1.433 1.090 -6.549  0.00
C 0.408 2.238 -6.538  0.00
C 1.613 2.478 -5.864  0.00
H 2.835 1.932 -4.130  0.00
H 0.185 2.756 -7.470  0.00
H 2.346 3.179 -6.268  0.00
Si -0.795 0.630 -1.286  0.00
Cl 1.462 -2.388 4.390  0.04
C -2.444 0.146 -2.001  0.00
C -0.424 2.453 -1.425  0.00
C -0.729 0.099 0.499  0.00
H -2.576 0.402 -3.057  0.00
H -3.250 0.636 -1.433  0.00
H -2.578 -0.943 -1.915  0.00
H -0.441 -0.959 0.568  0.00
H -1.620 0.242 1.110  0.00
H 0.088 0.635 0.991  0.00
H -0.389 2.840 -2.448  0.00
H 0.545 2.682 -0.964  0.00
H -1.217 2.999 -0.898  0.00
C -0.332 0.091 8.244  0.01
C -0.069 -0.113 6.834  0.04
N 0.133 -0.176 5.697  0.01
H 0.468 -0.346 8.860  0.00
H -1.280 -0.375 8.548  0.00
H -0.355 1.171 8.453  0.00

=====

[6]
2 unconnected molecules or ions with the total composition C6H10O3, computed with ωB97M-V with the def2-TZVPD basis set.

Summary:
HOMO (spin up / spin down): -7.41 / -8.79 eV
Energy relative to the best compared isomer or geometry (same formula, charge and spin): 4.810 eV
Maximum force: 5.7 eV/A
E_tot: -460.1736 a.u.

Last column: Löwdin charge in e.
Positions of all 19 atoms, in Å:
C 0.247 1.160 0.088  -0.12
C 2.985 -0.290 -0.026  -0.31
C -0.819 -0.158 -1.433  -0.06
C -2.087 0.760 0.685  -0.04
C -0.421 -1.121 0.845  -0.06
C -0.854 0.088 0.053  -0.62
O 0.217 2.341 -0.031  0.11
O 2.987 -1.512 -0.088  0.03
O 3.950 0.614 0.035  0.02
H -1.590 -1.035 -1.593  0.12
H -1.257 0.797 -2.034  0.14
H 0.058 -0.514 -1.899  0.06
H -2.834 0.110 0.556  0.02
H -2.027 1.168 1.744  0.12
H -2.455 1.684 0.000  0.14
H -0.640 -0.881 1.871  0.07
H -1.031 -2.090 0.534  0.13
H 0.638 -1.401 0.919  0.06
H 4.934 0.280 -0.227  0.19

=====

[7]
5 unconnected molecules or ions with the total composition C21H36BrCl16O5P, computed with ωB97M-V with the def2-TZVPD basis set.

Summary:
HOMO: -9.69 eV
SMILES: CCCCCCCCCCO[C@@H](CP(=O)(O)O)[C@@H](OC)[C@H](Br)CC.ClC(Cl)(Cl)Cl.ClC(Cl)(Cl)Cl.ClC(Cl)(Cl)Cl.ClC(Cl)(Cl)Cl
Maximum force: 2.8 eV/A
E_tot: -11476.4017 a.u.

Last column: Löwdin charge in e.
Positions of all 80 atoms, in Å:
C 4.143 -4.321 1.503  -0.11
C 5.169 -3.674 0.612  -0.27
C 4.852 -2.212 0.382  -0.24
C 6.037 -1.426 -0.118  -0.22
C 5.722 0.055 -0.235  -0.20
C 5.635 0.774 1.123  -0.20
C 4.412 1.663 1.253  -0.23
C 3.186 0.939 1.715  -0.20
C 1.983 1.885 1.792  -0.14
C 0.856 1.535 0.836  -0.20
O -0.124 0.792 1.552  -0.08
C -1.300 0.417 0.879  -0.28
C -1.994 1.546 0.101  -0.16
P -1.494 1.860 -1.612  0.34
O -1.340 3.262 -1.838  -0.33
O -0.239 1.029 -2.070  -0.09
O -2.731 1.354 -2.503  -0.18
C -1.190 -0.913 0.060  -0.39
O 0.151 -1.262 -0.172  -0.18
C 0.815 -1.983 0.863  -0.08
C -2.028 -2.041 0.598  -0.60
Br -1.787 -3.532 -0.647  0.80
C -3.489 -1.718 0.577  -0.30
C -4.372 -2.889 0.997  -0.11
H 3.180 -4.288 1.019  0.06
H 4.059 -3.812 2.445  0.07
H 4.369 -5.353 1.693  0.07
H 5.171 -4.166 -0.347  0.11
H 6.163 -3.774 1.021  0.11
H 4.556 -1.793 1.330  0.10
H 4.044 -2.127 -0.323  0.11
H 6.323 -1.791 -1.088  0.11
H 6.846 -1.558 0.578  0.11
H 4.784 0.174 -0.760  0.11
H 6.497 0.531 -0.814  0.10
H 5.671 0.050 1.920  0.10
H 6.508 1.393 1.211  0.10
H 4.202 2.099 0.285  0.12
H 4.634 2.483 1.919  0.11
H 3.383 0.580 2.711  0.11
H 2.975 0.108 1.069  0.08
H 1.560 1.946 2.779  0.12
H 2.320 2.867 1.512  0.10
H 0.460 2.463 0.439  0.11
H 1.273 0.963 0.035  0.11
H -1.981 0.182 1.678  0.13
H -3.055 1.384 0.123  0.08
H -1.807 2.456 0.634  0.07
H -0.425 0.106 -2.307  0.09
H -2.423 0.684 -3.135  0.03
H -1.636 -0.765 -0.912  0.10
H 0.472 -1.693 1.836  0.10
H 0.711 -3.044 0.709  0.06
H 1.850 -1.721 0.809  0.06
H -1.756 -2.328 1.599  0.12
H -3.772 -1.344 -0.391  0.11
H -3.691 -0.908 1.264  0.10
H -5.124 -3.074 0.259  0.07
H -3.808 -3.782 1.185  0.04
H -4.886 -2.657 1.900  0.05
Cl -1.213 5.770 0.209  0.56
C -2.943 5.899 0.487  -2.04
Cl -3.753 4.412 -0.021  0.54
Cl -3.246 6.154 2.211  0.52
Cl -3.593 7.255 -0.435  0.54
Cl -4.004 3.425 -6.587  0.52
C -2.736 3.840 -5.426  -2.04
Cl -1.825 5.228 -6.024  0.53
Cl -3.463 4.223 -3.878  0.57
Cl -1.625 2.473 -5.253  0.56
Cl -4.976 -3.514 -5.450  0.53
C -3.546 -3.816 -4.462  -2.05
Cl -4.015 -4.714 -3.015  0.50
Cl -2.378 -4.759 -5.384  0.53
Cl -2.821 -2.265 -4.016  0.50
Cl -6.692 2.635 5.009  0.53
C -6.478 1.748 3.498  -2.07
Cl -5.720 0.199 3.842  0.52
Cl -8.047 1.489 2.736  0.53
Cl -5.444 2.682 2.419  0.50

=====

[8]
6 unconnected molecules or ions with the total composition C6H24O6, computed with ωB97M-V with the def2-TZVPD basis set.

Summary:
HOMO: -10.07 eV
Energy relative to the best compared isomer or geometry (same formula, charge and spin): 4.750 eV
SMILES: CO.CO.CO.CO.CO.CO
Maximum force: 2.4 eV/A
E_tot: -694.2779 a.u.

Last column: Löwdin charge in e.
Positions of all 36 atoms, in Å:
C 0.736 3.153 3.362  -0.19
O 0.512 4.503 3.600  -0.10
H 1.790 2.942 3.178  0.06
H 0.546 2.506 4.219  0.08
H 0.172 2.758 2.517  0.08
H 0.788 4.747 4.487  0.08
C -0.638 -5.258 -1.778  -0.15
O -1.114 -6.533 -1.322  -0.14
H -0.584 -5.308 -2.866  0.07
H -1.287 -4.429 -1.494  0.07
H 0.396 -5.286 -1.433  0.08
H -2.042 -6.658 -1.537  0.07
C 0.359 -0.152 -0.131  -0.17
O -0.710 -0.997 -0.520  -0.11
H 0.073 0.335 0.801  0.07
H 1.283 -0.649 0.167  0.07
H 0.578 0.643 -0.844  0.07
H -0.239 -1.757 -0.870  0.07
C -3.191 -0.337 1.578  -0.21
O -3.500 0.914 2.063  -0.10
H -2.196 -0.721 1.803  0.07
H -3.955 -1.066 1.846  0.08
H -3.274 -0.357 0.492  0.07
H -4.270 0.823 2.629  0.08
C 0.000 1.270 -4.270  -0.18
O -1.290 1.794 -4.044  -0.11
H -0.081 0.887 -5.287  0.08
H 0.816 1.990 -4.343  0.08
H 0.302 0.393 -3.697  0.07
H -1.339 2.366 -3.276  0.07
C 3.474 1.561 0.687  -0.16
O 3.445 0.395 1.510  -0.13
H 3.953 1.563 -0.293  0.08
H 2.487 2.023 0.664  0.06
H 4.059 2.274 1.269  0.07
H 3.941 -0.335 1.131  0.07